Density functional theory data (ωB97M-V/def2-TZVPD) for a molecular structure, C35H54Cl2HfN4O2P2SSi in a non-equilibrium geometry.

Structure (XYZ):
```
102
C35H54Cl2HfN4O2P2SSi ωB97M-V/def2-TZVPD
Hf 1.14715 1.19592 0.60098
C 2.40745 -2.47998 0.00699
C 2.88935 -1.69952 1.18438
C 3.81002 -2.21185 2.07617
C 4.22269 -1.42366 3.14913
C 3.69731 -0.16431 3.30650
C 2.76396 0.32431 2.37540
N 2.37445 -0.46090 1.32587
N 2.16615 1.53271 2.38083
Si 3.04699 2.91490 3.02171
C 2.10192 4.35566 2.18994
C 2.93973 3.01224 4.92043
C 4.85398 2.93612 2.42354
H 2.08330 -3.46871 0.31749
H 3.20658 -2.59637 -0.72330
H 1.56930 -1.95292 -0.44759
H 4.20058 -3.20680 1.93617
H 4.93650 -1.80960 3.86184
H 3.98997 0.45661 4.13322
H 1.32134 4.73203 2.84027
H 1.66273 4.05620 1.23330
H 2.76751 5.18867 1.99411
H 2.03572 2.56495 5.32319
H 2.96138 4.05207 5.23101
H 3.78980 2.53314 5.39977
H 4.97794 2.40404 1.48568
H 5.52145 2.47977 3.14624
H 5.20047 3.95430 2.28046
C -0.89102 0.74669 3.79910
P -0.87910 0.12911 2.06625
C -1.19025 -1.64809 2.39739
C -2.42629 0.84600 1.39371
C -3.62564 0.14186 1.40896
C -4.77192 0.67229 0.84078
C -4.73004 1.90965 0.22360
C -3.54317 2.62204 0.19873
C -2.38800 2.11472 0.78747
P -0.85887 3.13728 0.87758
C -1.34648 4.23943 2.28006
C -1.07091 4.36034 -0.48225
H -1.83280 0.49288 4.28826
H -0.74925 1.82538 3.82044
H -0.06658 0.28022 4.33835
H -2.04167 -1.79059 3.06172
H -0.29804 -2.03361 2.89420
H -1.32762 -2.19665 1.46891
H -3.67547 -0.83694 1.85986
H -5.69576 0.11691 0.87068
H -5.61717 2.32311 -0.23241
H -3.52648 3.58047 -0.29697
H -2.42542 4.38287 2.27070
H -0.86059 5.20314 2.14297
H -1.04990 3.82805 3.24055
H -1.83977 5.08896 -0.22311
H -1.33871 3.85830 -1.40730
H -0.12887 4.89179 -0.62902
Cl 2.65378 5.03346 -5.69177
C 2.10223 4.08722 -4.36949
C 0.79124 3.57446 -4.40298
C 0.31613 2.81610 -3.36294
Cl -1.27882 2.15557 -3.39829
C 1.10211 2.53275 -2.21340
O 0.60077 1.86141 -1.22036
C 2.44223 3.03279 -2.21455
C 3.30648 2.67653 -1.15328
O 3.01393 1.91505 -0.20046
C 2.91535 3.81030 -3.29874
H 0.15679 3.78179 -5.25094
H 4.33076 3.07283 -1.18756
H 3.93588 4.15346 -3.27487
C -3.80321 -4.94922 -1.23698
C -4.82285 -3.87164 -0.89406
C -4.62261 -2.56296 -1.66434
C -3.33456 -1.81369 -1.32684
N -2.21075 -2.34657 -2.06655
C -0.95868 -1.92103 -1.96247
S -0.56145 -0.72684 -0.79950
N -0.01271 -2.45182 -2.74493
C -0.25175 -3.35840 -3.86166
C -0.56058 -4.80907 -3.45546
C 0.67500 -5.66299 -3.17283
C 1.39596 -5.26538 -1.89247
H -4.07158 -5.88139 -0.75107
H -2.80865 -4.67033 -0.89962
H -3.78746 -5.12987 -2.30892
H -4.80064 -3.66888 0.17905
H -5.81879 -4.24676 -1.13173
H -5.46338 -1.90233 -1.44627
H -4.64621 -2.76898 -2.73639
H -3.11703 -1.88349 -0.25709
H -3.44340 -0.74859 -1.56432
H -2.43048 -3.06416 -2.74249
H 0.91923 -2.08233 -2.64000
H 0.64364 -3.34791 -4.48491
H -1.08040 -2.95886 -4.45764
H -1.11616 -5.26905 -4.27382
H -1.19701 -4.82554 -2.57050
H 1.36441 -5.60285 -4.01541
H 0.35377 -6.70194 -3.09326
H 1.82646 -4.27282 -1.98570
H 2.19697 -5.96886 -1.68451
H 0.70613 -5.27382 -1.05065
```

Calculated values
Energy relative to the best compared isomer or geometry (same formula, charge and spin) ... 32.18 kcal per mole
LUMO level ... -5.99 eV
Molecular weight ... 934.3 g/mol
Frontier orbital gap ... 0.26718 Ha
Total charge ... +2